(1)
Computed, not measured: a structure of composition C4H11N3O, with ωB97M-V/def2-TZVPD.

Calculated values
Total charge ... 0
Total energy ... -10835.8917 eV
Energy relative to the best compared isomer or geometry (same formula, charge and spin) ... 214.9 kcal per mole
Strongest force on any atom ... 5.2 eV Å⁻¹

```
19
Properties=species:S:1:pos:R:3:lowdin_charge:R:1
C 2.88870 0.58487 -1.20977 -0.1809
C -0.10021 -0.25038 0.40060 -0.2974
C 0.28517 -0.66238 1.80703 -0.0363
C -1.80208 0.59335 -1.12925 -0.1892
H 4.17204 0.85177 -0.91108 0.1292
H 3.19636 -0.11942 -2.23413 0.0972
H 2.06924 1.61389 -1.34779 0.1322
H 2.25517 -0.06056 0.64147 0.1111
H -0.32545 -1.30309 2.41537 0.0603
H 0.49396 0.25745 2.49093 0.1217
H 1.22550 -1.18587 1.49752 0.0665
H -1.13766 1.42568 -1.87073 0.1435
H -3.02280 0.54695 -1.29442 0.1232
H -1.30460 -0.46710 -1.52579 0.0995
H -2.88940 0.13737 1.74307 0.2110
N 2.04242 -0.36651 -0.38699 -0.1985
N 0.70097 -0.04765 -0.59832 -0.0152
N -1.52306 0.43721 0.25818 -0.2240
O -2.61300 -0.43139 0.78422 -0.1541
```

(2)
Computed, not measured: a structure of composition C51H51Cl2IN2O3S2Sb2V, with ωB97M-V/def2-TZVPD.

Calculated values
Multiplicity ... 4
Total charge ... 0
Expectation value of S² ... 3.77
Total energy ... -156416.5906 eV
Energy relative to the best compared isomer or geometry (same formula, charge and spin) ... 6.3 kcal per mole
Strongest force on any atom ... 0.4 eV Å⁻¹

```
115
Properties=species:S:1:pos:R:3:lowdin_charge:R:1
V -1.05298 -0.36967 -0.59780 0.5423
C 2.30585 -3.71823 -0.64792 -0.0128
C 1.06813 -3.84935 -1.48733 -0.2511
N 0.81940 -5.03123 -2.01117 0.1246
C -0.25536 -5.21590 -2.79387 -0.0985
C -1.09879 -4.19930 -3.16879 -0.1568
C -2.28241 -4.46156 -4.05773 -0.2055
O -3.51791 -4.41360 -3.35988 -0.0646
C -0.85123 -2.91720 -2.62887 -0.1113
C -1.47083 -1.75359 -3.21891 -0.0432
N -1.48664 -0.58000 -2.70175 -0.0107
C -1.87144 0.51865 -3.52500 -0.3244
C -2.84704 0.39965 -4.50757 -0.0420
C -3.19164 1.49434 -5.28262 -0.0634
C -2.57077 2.71609 -5.08016 -0.0717
C -1.59370 2.84407 -4.10599 -0.1457
C -1.24540 1.74702 -3.33351 -0.5950
I 0.22921 1.98420 -1.88617 1.2066
C 0.18837 -2.74175 -1.69639 -0.2823
O 0.39645 -1.59551 -1.10095 -0.2358
H 3.17518 -3.98749 -1.24936 0.0916
H 2.44488 -2.71075 -0.27043 0.0339
H 2.25980 -4.41221 0.19248 0.0903
H -0.42235 -6.22711 -3.14838 0.1181
H -2.29436 -3.76117 -4.90253 0.1125
H -2.20110 -5.46194 -4.48462 0.1217
H -3.45565 -3.81809 -2.59592 0.0135
H -1.83625 -1.88616 -4.23481 0.1317
H -3.38414 -0.53186 -4.62915 0.1088
H -3.97262 1.39608 -6.02500 0.1136
H -2.85847 3.57896 -5.66614 0.1118
H -1.11490 3.79876 -3.93313 0.1000
C 1.35747 -1.65525 2.02709 -0.3407
C 0.29503 -1.24775 3.05103 -0.2684
C -1.10229 -1.12446 2.44166 -0.2687
Sb -0.29650 3.11973 2.30218 1.2959
C 0.80316 3.32212 4.11860 -0.4981
C 0.47700 2.43766 5.14968 -0.1839
C 1.15107 2.46614 6.36168 -0.0938
C 2.16162 3.39528 6.56861 -0.1018
C 2.48496 4.29328 5.56002 -0.0900
C 1.81257 4.25693 4.34691 -0.1435
C 1.08840 4.14522 1.03721 -0.5133
C 2.46449 3.90389 1.04470 -0.1796
C 3.30385 4.51746 0.12623 -0.0854
C 2.78223 5.39000 -0.81976 -0.0913
C 1.42013 5.64995 -0.83565 -0.1054
C 0.58394 5.03030 0.08377 -0.2136
Sb 2.12872 0.22985 1.26724 1.4929
C 3.70048 0.15580 2.73169 -0.3881
C 3.65059 0.98898 3.84431 -0.1194
C 4.60733 0.89382 4.85147 -0.0798
C 5.62384 -0.04112 4.75345 -0.0913
C 5.67887 -0.88437 3.64959 -0.0867
C 4.72557 -0.78668 2.64933 -0.1395
C 3.52999 0.05632 -0.37693 -0.3731
C 4.69015 0.81954 -0.21255 -0.1556
C 5.59284 0.99716 -1.25109 -0.0888
C 5.35522 0.41470 -2.48729 -0.0932
C 4.20306 -0.33256 -2.67213 -0.0849
C 3.29701 -0.50079 -1.63305 -0.1499
H 0.94204 -2.29778 1.25641 0.0342
H 2.19625 -2.15661 2.50711 0.0549
H 0.57641 -0.31429 3.55393 0.0692
H 0.23176 -1.99772 3.84594 0.1148
H -1.72850 -0.43456 3.01816 0.1220
H -1.59631 -2.10537 2.42522 0.1070
H -0.30825 1.70092 5.00441 0.0812
H 0.88898 1.76310 7.14270 0.1028
H 2.69058 3.42307 7.51307 0.1014
H 3.26765 5.02563 5.71792 0.1034
H 2.08840 4.96010 3.56997 0.0921
H 2.89747 3.22850 1.77708 0.0680
H 4.36635 4.30761 0.14445 0.1028
H 3.43513 5.86500 -1.54109 0.1014
H 1.00424 6.33281 -1.56642 0.1030
H -0.47993 5.22983 0.04495 0.0426
H 2.86494 1.72618 3.94324 0.0610
H 4.54937 1.55412 5.70764 0.0959
H 6.37314 -0.11633 5.53156 0.1001
H 6.47027 -1.61962 3.56845 0.1017
H 4.78990 -1.44653 1.79018 0.1030
H 4.91067 1.28423 0.74202 0.0872
H 6.48493 1.58985 -1.08859 0.1018
H 6.06069 0.54603 -3.29800 0.0999
H 3.99750 -0.78456 -3.63522 0.1027
H 2.39346 -1.06265 -1.81104 0.0652
Cl -5.01614 -0.70109 -2.05567 0.7081
C -4.93801 1.03660 -2.18719 -0.6580
C -5.84212 1.62635 -3.05476 -0.1285
C -5.82421 2.99899 -3.23365 -0.0869
C -4.88506 3.75722 -2.55451 -0.1248
C -3.99435 3.13675 -1.69511 -0.6653
Cl -2.84443 4.17347 -0.89565 0.6666
C -3.98996 1.75564 -1.45070 -0.6851
S -3.02002 1.04829 -0.16773 0.5662
H -6.54996 1.00141 -3.58135 0.1029
H -6.52814 3.47164 -3.90497 0.1059
H -4.83451 4.82981 -2.67922 0.1019
C -4.96726 -1.86247 1.46208 -0.1646
C -4.28748 -3.19311 1.18786 -0.5041
S -3.05531 -3.08525 -0.14393 0.8738
O -1.05733 -0.68588 1.11431 -0.4782
C -2.11516 -4.58683 0.23483 -0.5009
C -2.85842 -5.88611 -0.02951 -0.1363
H -5.56405 -1.94680 2.37197 0.0763
H -5.63109 -1.57414 0.65010 0.0426
H -4.24241 -1.05847 1.58717 0.0350
H -5.01873 -3.96094 0.93544 0.0734
H -3.74660 -3.53016 2.07573 0.0728
H -1.79020 -4.52094 1.27660 0.0759
H -1.21736 -4.53238 -0.37783 0.0381
H -3.73306 -5.98644 0.61494 0.0644
H -2.20493 -6.73895 0.16402 0.0779
H -3.19294 -5.93248 -1.06599 0.0642
```